No. 1
A molecular structure, C18H18IrN2O4, computed with ωB97M-V/def2-TZVPD.

Positions of all 43 atoms, in Å:
Ir 0.07938 -0.71439 0.23419
H -5.89855 3.55823 -0.80862
O 4.90518 -0.36465 0.86626
C 4.96392 1.70190 -0.15314
C 4.52555 -1.72621 0.75953
O 2.12313 -0.46323 0.36986
H 6.03157 1.63127 0.01750
C -3.73597 1.00641 -0.25389
H -6.73247 -0.55828 0.01704
C -6.47306 1.52846 -0.40976
H -2.18085 -2.63881 0.95477
H 2.10453 -2.46852 -0.51259
H 1.54306 -4.02469 -1.17834
H -3.46512 3.07956 -0.66970
C -4.19395 2.29455 -0.52356
O 0.82332 -3.57232 0.69011
O -1.95552 -0.50591 0.13577
N -1.44831 1.68345 -0.41574
H -7.53544 1.73083 -0.47490
H 4.41055 -2.02204 -0.28655
C -6.02195 0.24492 -0.13719
H -1.33060 -4.15962 1.39001
H 2.73734 -4.01280 0.13995
N -0.13890 1.23682 -0.28856
C 4.39434 2.85127 -0.71449
C 4.19851 0.62703 0.22634
C 3.03448 2.89333 -0.85718
C -5.55331 2.55248 -0.60089
C 2.20772 1.81245 -0.47963
H 3.60050 -1.93754 1.28839
H -1.28905 -2.73745 2.45737
H 5.35078 -2.28844 1.19860
C 0.79438 2.06609 -0.59669
H 0.48684 3.05116 -0.94518
C -0.05139 -2.53433 0.73398
C -4.66097 -0.01452 -0.05863
H 2.55448 3.77898 -1.25881
C -1.29379 -3.06859 1.41516
H -4.29237 -1.00842 0.15497
C -2.27711 0.70339 -0.17053
C 1.86865 -3.50126 -0.27586
H 5.01685 3.68433 -1.01329
C 2.77364 0.60513 0.03396

Properties
energy = -1211.53145 Eh
E_HOMO = -3.6366 eV
total charge = -1
energy above the lowest of the compared OMol25 structures with the same formula, charge and spin = 0.0000 eV

Atomic partial charges in e from the natural (NBO) method, atoms 1 to 2:
1 Ir 0.4004
2 H 0.2007

No. 2
A molecular structure, C18H18N4, computed with ωB97M-V/def2-TZVPD.

Positions of all 40 atoms, in Å:
H 1.58195 -1.06718 1.20808
H -0.67123 0.30228 2.46389
H 0.36224 -2.98274 -2.98789
H 0.87494 -0.22203 -4.08268
H -4.65979 -2.09521 -4.58634
N 2.65119 1.79390 4.31376
H -1.01518 -0.26822 -4.69571
H -0.76324 2.22552 -0.47460
C 1.04922 -1.13348 -3.18612
C 2.81707 1.98807 5.78545
H 3.60018 2.28856 6.07613
C -2.82706 -0.94251 -4.89148
H -3.60379 -3.97138 -3.57827
C -0.03168 1.33425 -0.53123
H -0.44586 1.97774 2.00907
H -0.67807 1.25282 4.59131
C -1.14749 -1.98650 -3.94152
C 0.90220 -0.30645 -2.02312
C 0.34648 1.53774 4.85558
C 1.31863 1.46025 4.10136
C -3.77702 -2.09808 -4.48742
C 1.04528 -0.59704 0.37757
N 0.05117 -1.98590 -3.64708
H 2.18256 -1.42357 -3.46812
C 1.72211 2.28184 6.65827
C 0.05605 0.98218 2.06683
C 0.57033 1.81765 6.31762
H 2.27009 1.30499 2.10193
C -3.17572 -3.11142 -3.99941
N -1.79587 -3.09800 -3.75612
H 1.90092 2.42383 7.59082
H -0.18801 1.19216 -2.72103
H -3.48498 0.11816 -5.36817
C -1.71246 -0.86002 -4.46612
N 1.11610 1.09828 2.75393
H -0.26811 2.21012 6.72868
C 0.54629 0.55125 0.56198
C -0.06848 0.82157 -1.82425
H 1.94468 -1.84168 -0.98726
C 1.40436 -0.97175 -0.85832

Properties
energy = -915.16604 Eh
E_HOMO = -8.0239 eV
energy above the lowest of the compared OMol25 structures with the same formula, charge and spin = 16.7966 eV

Atomic partial charges in e from the natural (NBO) method, atoms 1 to 2:
1 H 0.2253
2 H 0.1876

No. 3
A single C18H18N4O3 molecule, computed with ωB97M-V/def2-TZVPD.

Positions of all 43 atoms, in Å:
H -2.98013 -3.03193 8.38355
N -0.90130 -0.55705 0.08059
C 0.36333 0.72930 -3.13487
C -3.57157 -3.73847 7.80471
H -0.04540 -0.04858 -3.79504
C -2.06298 -0.72791 0.56727
N -0.77142 -0.04115 -1.15338
H 2.90970 3.72042 -6.14380
H 2.43511 0.61301 -3.13729
C -1.34588 -2.16122 3.93556
H -1.87735 -3.08754 6.17461
H -0.28818 1.60807 -3.18744
H 5.26864 4.37212 -6.53937
H -4.72851 -2.13105 4.04632
H -3.00993 -4.66450 7.69933
C -2.25149 -1.27940 1.88822
C -3.53617 -1.46546 2.40060
C 5.00281 3.79654 -5.66509
C 3.68667 3.43254 -5.45169
C 5.63260 2.70052 -3.62619
C 5.97850 3.42719 -4.75365
H -1.61359 0.20708 -1.68052
H -0.49238 -2.43481 4.54084
H -2.96793 -0.46342 0.00217
H 7.00731 3.71313 -4.91631
O 1.50572 -0.06770 -1.17764
C -3.89125 -3.16102 6.44113
H 4.06055 1.78332 -2.51443
N 1.67673 1.12497 -3.56676
C 1.89987 2.32982 -4.14795
C -2.63574 -2.34557 4.44299
H -4.49934 -3.94206 8.33095
H 6.39050 2.42716 -2.90674
C 4.31793 2.32518 -3.41354
C -1.15483 -1.63707 2.67897
H -4.39419 -1.19387 1.80265
N -2.75892 -2.88140 5.72390
O 0.98921 3.04102 -4.53066
C -3.73299 -1.99136 3.66045
C 3.33632 2.68146 -4.33369
C 0.45207 0.17186 -1.71502
O -5.01686 -2.97455 6.04542
H -0.16404 -1.49138 2.28010

Properties
energy = -1141.49928 Eh
E_HOMO = -8.2386 eV
energy above the lowest of the compared OMol25 structures with the same formula, charge and spin = 0.0000 eV

Atomic partial charges in e from the natural (NBO) method, atoms 1 to 2:
1 H 0.2276
2 N -0.2102